The following is a quantum chemistry calculation of a structure of composition C47H75BIN8O7S2, from the Open Molecules 2025 dataset.

```
141
C47H75BIN8O7S2 | the Open Molecules 2025 dataset | the ωB97M-V functional and the def2-TZVPD basis
I -3.331 0.639 0.102
S -0.262 -0.338 -4.222
S -1.331 1.987 -2.673
O 2.928 3.682 0.473
O 1.990 2.984 -2.786
O 2.618 -0.370 -1.016
O -3.371 -3.339 -0.889
O 1.310 0.925 1.063
O -1.981 -0.485 -2.268
O -1.236 -3.897 3.637
N 5.272 -4.800 4.304
N -0.160 -5.635 5.709
N 0.066 -0.521 -0.209
N -0.053 -4.890 2.005
N 6.987 4.028 -6.426
N -3.438 4.396 -1.652
N -7.195 9.142 -0.808
N -6.126 -2.687 5.202
C 3.402 3.231 -0.791
C -9.370 9.273 -1.189
C 0.858 -5.612 7.677
C -5.197 -3.660 5.454
C -6.018 -1.611 -0.987
C 6.369 2.462 -4.995
C 6.146 -5.791 4.658
C -1.477 -1.938 1.201
C 2.373 3.152 -4.152
C 1.431 2.208 1.691
C 6.541 1.867 -6.276
C 7.303 -4.036 3.860
C -0.579 -3.775 2.662
C -2.286 -0.998 -1.001
C -0.488 -2.854 -0.859
C 0.725 -6.960 7.248
C -4.822 -1.547 -1.975
C 6.653 3.797 -5.122
C 7.414 -5.349 4.393
C 0.302 -4.821 6.705
C 3.812 -1.137 -1.201
C 2.660 3.927 -1.938
C 0.499 -3.704 -2.976
C -4.034 -3.307 4.823
C -4.475 5.271 -1.818
C -0.790 0.227 -2.564
C -2.946 4.499 -0.379
C 1.715 -0.394 -2.092
C -0.454 -3.027 -2.353
C 0.093 -6.938 6.031
C -1.068 -1.545 -0.230
C -5.575 -1.712 4.420
C -4.653 5.939 -0.635
C -8.399 9.470 -0.245
C -0.001 0.537 0.868
C 2.859 2.702 1.491
C 1.527 2.291 -5.066
C 5.970 -3.726 3.818
C -0.306 -2.384 2.131
C 5.298 -2.880 -0.174
C -8.727 8.809 -2.369
C 6.924 2.862 -7.136
C -7.386 8.741 -2.103
C -4.275 -2.067 4.167
C 0.384 0.146 -1.538
C 4.083 -1.969 0.044
C -3.681 5.449 0.280
B -3.516 -2.028 -1.271
H 7.243 4.921 -6.807
H 0.730 -4.657 1.406
H -0.738 -5.425 1.485
H -0.195 -7.739 5.372
H -0.290 -1.735 3.007
H -6.736 -0.813 -1.175
H -5.019 -2.269 -2.782
H -3.084 3.763 -2.347
H 5.461 -2.835 3.490
H 0.458 2.502 -4.975
H -6.555 8.444 -2.720
H -9.196 8.558 -3.306
H 1.053 -7.842 7.773
H 0.649 -3.559 -4.040
H -8.461 9.814 0.773
H 6.075 1.965 -4.085
H -1.279 -2.657 -2.950
H -6.148 -0.852 4.115
H -0.436 0.143 1.786
H -7.070 -2.689 5.541
H 1.307 -5.265 8.593
H -0.159 2.528 -3.049
H 0.759 2.926 1.208
H 1.677 1.228 -4.863
H 0.608 1.176 -1.264
H -3.118 -3.866 4.836
H 6.111 -2.269 -0.576
H -0.616 -5.309 4.871
H 1.198 2.125 2.760
H 4.302 -1.264 0.853
H 1.620 -1.405 -2.506
H -3.539 5.760 1.301
H 0.930 -1.043 -0.002
H 3.225 3.144 2.423
H 3.188 -2.553 0.293
H 4.478 3.435 -0.873
H 5.793 -6.721 5.069
H 6.404 0.831 -6.534
H -1.083 0.489 -4.876
H 6.647 4.595 -4.399
H 5.610 -3.345 0.761
H 1.117 -4.428 -2.453
H 0.193 -3.751 6.642
H 3.273 2.148 -0.909
H -4.724 -0.577 -2.465
H -4.999 5.345 -2.756
H 0.532 -3.001 -0.481
H 1.932 4.628 -1.520
H 3.510 1.846 1.277
H -10.425 9.443 -1.051
H -3.653 -3.966 -1.566
H -3.573 -1.496 3.580
H -1.961 -1.105 1.701
H -2.119 3.890 -0.055
H 3.380 4.480 -2.547
H -1.086 -3.664 -0.437
H 3.738 -1.774 -2.091
H 2.027 0.284 -2.891
H 7.158 2.836 -8.186
H 8.110 -3.395 3.548
H -5.714 -1.593 0.063
H 2.295 4.197 -4.473
H -2.197 -2.753 1.129
H 0.673 -2.369 1.640
H 4.274 -4.856 4.390
H -0.617 1.367 0.511
H 8.321 -5.902 4.565
H 5.039 -3.645 -0.912
H 1.832 2.458 -6.102
H -5.398 6.693 -0.448
H 3.418 2.836 -4.265
H -6.555 -2.553 -1.120
H -5.439 -4.516 6.059
H 4.644 -0.438 -1.352
H -6.308 9.191 -0.343
```

* HOMO level: -9.40 eV
* spin multiplicity: 1
* electronic energy: -106646.693 eV
* maximum force: 2.1 eV/Å
* net charge: +1
* LUMO energy: -2.5 eV